1.
The following is a quantum chemistry calculation of a single C4H9N molecule in a non-equilibrium geometry, from the OMol25 dataset.

Structure (XYZ):
```
14
Properties=species:S:1:pos:R:3:forces:R:3:lowdin_charge:R:1
C 1.15771 0.43264 -0.37506 0.357 -0.311 -0.661 -0.300
C -0.12860 0.59370 0.40509 -0.184 0.043 0.354 -0.243
C -1.12441 -0.49863 0.18519 -0.873 -0.402 -0.629 -0.193
C -2.40054 -0.26426 -0.16811 0.882 -0.786 0.385 -0.008
H 2.64938 -0.99064 -0.57165 -0.273 0.062 0.078 0.062
H 2.40071 -0.50621 0.95013 -0.272 -0.191 -0.231 0.068
H 1.74771 1.35199 -0.31322 0.021 0.084 0.159 0.099
H 0.92914 0.32593 -1.45297 0.028 -0.200 0.474 0.118
H -0.60130 1.53563 0.14882 -0.049 0.289 -0.141 0.103
H 0.10735 0.67695 1.47062 0.109 -0.130 0.080 0.112
H -0.76353 -1.54138 0.23861 -0.167 0.652 0.105 0.102
H -2.79541 0.73497 -0.26430 -0.019 0.184 -0.027 0.047
H -3.08662 -1.09398 -0.34136 0.142 0.246 0.022 0.048
N 1.90840 -0.75671 0.08822 0.298 0.459 0.033 -0.014
```
Positions in Å, forces in eV/Å.

For the energy, the calculation gives -5783.2494 eV. The highest occupied orbital energy is -9.30 eV. The maximum force is 0.024 Eh/bohr. As for the SMILES: C=CCCN. For the LUMO energy, the calculation gives 1.168 eV. The orbital gap is 10.47 eV. For the molar mass, the calculation gives 71.1 g/mol. For the energy above the lowest of the compared OMol25 structures with the same formula, charge and spin, the calculation gives 54.3 kJ/mol. The net charge is 0.


2.
The following is a quantum chemistry calculation of 2 unconnected molecules or ions with the total composition C4H9N in a non-equilibrium geometry, from the OMol25 dataset.

Structure (XYZ):
```
14
Properties=species:S:1:pos:R:3:forces:R:3:lowdin_charge:R:1
C -0.45565 4.01255 -4.37602 -0.038 -0.180 -0.024 -0.083
C -0.69955 3.43820 -3.20886 -0.052 0.537 0.478 -0.086
H 0.36011 3.71035 -5.02044 0.319 0.308 0.245 0.043
H -1.09562 4.80866 -4.73183 -0.297 -0.306 -0.321 0.043
H 0.01799 2.88010 -2.62681 0.070 -0.681 -0.472 0.042
H -1.61682 3.64503 -2.67382 -0.003 0.323 0.093 0.041
C 1.36081 -2.88536 2.38280 -0.417 0.306 -0.598 -0.155
C -0.79238 -2.71353 3.29620 0.800 0.819 1.207 -0.091
N -0.08346 -2.95359 2.29388 -0.442 -1.293 -0.027 -0.101
H 1.64352 -2.26813 1.53004 0.642 0.025 0.240 0.074
H 1.82605 -2.60010 3.33409 -0.403 0.545 0.037 0.072
H 1.70598 -3.89691 2.21091 0.148 -0.226 -0.330 0.070
H -1.82953 -2.99882 3.43812 -0.224 0.227 -0.727 0.061
H -0.34145 -2.17846 4.15173 -0.105 -0.404 0.198 0.070
```
Positions in Å, forces in eV/Å.

For the energy, the calculation gives -5781.6827 eV. The highest occupied orbital energy is -9.48 eV. The maximum force is 0.032 Eh/bohr. As for the SMILES: C=NC.C=C. For the LUMO energy, the calculation gives 1.218 eV. The orbital gap is 10.70 eV. For the molar mass, the calculation gives 71.1 g/mol. For the energy above the lowest of the compared OMol25 structures with the same formula, charge and spin, the calculation gives 205.4 kJ/mol. The net charge is 0.